No. 1
Here is C21H21Cl2N9O4PSTl as an isolated structure from the Open Molecules 2025 dataset. Energies are from ωB97M-V/def2-TZVPD.

```
60
Properties=species:S:1:pos:R:3
Tl 0.188 -1.222 -1.344
C -3.181 2.931 1.042
N -1.848 2.860 0.565
C -1.164 3.613 -0.387
C 0.106 3.092 -0.402
N 0.230 1.948 0.381
C -1.000 1.772 0.879
P -1.266 0.605 2.223
C -2.492 -0.585 1.681
N -2.307 -1.270 0.562
C -3.470 -2.104 0.396
C -4.368 -1.833 1.371
N -3.768 -0.923 2.226
C -4.443 -0.295 3.355
C 0.437 -0.059 2.329
N 0.777 -1.208 1.809
C 2.131 -1.391 2.076
C 2.596 -0.341 2.786
N 1.522 0.539 2.950
C 1.428 1.740 3.700
H -3.185 2.690 2.122
H -3.548 4.000 0.992
H -3.913 2.318 0.483
H -1.639 4.350 -1.019
H 0.987 3.514 -0.873
H -3.480 -2.821 -0.397
H -5.286 -2.385 1.642
H -4.582 -0.962 4.204
H -3.932 0.621 3.651
H -5.463 0.013 2.974
H 2.556 -2.368 1.748
H 3.626 -0.155 3.150
H 0.391 1.905 4.040
H 2.065 1.744 4.608
H 1.680 2.655 3.088
N -2.449 0.468 -5.041
N -2.694 1.467 -4.121
C -2.377 1.318 -2.687
O -2.941 2.178 -1.990
O -1.557 0.369 -2.449
H -1.814 0.845 -5.721
H -1.821 -0.218 -4.586
H -3.374 2.169 -4.412
Cl 8.081 -2.303 -1.555
C 6.492 -1.695 -1.431
C 6.262 -0.319 -1.149
C 4.999 0.195 -1.107
Cl 4.767 1.849 -0.749
C 3.808 -0.648 -1.469
O 2.648 -0.144 -1.617
C 4.066 -2.075 -1.501
C 2.979 -3.050 -1.432
O 2.268 -3.264 -0.438
C 5.373 -2.534 -1.600
H 7.132 0.309 -0.928
H 2.849 -3.717 -2.319
H 5.537 -3.594 -1.744
S -0.713 -3.699 -4.077
C -1.625 -3.534 -2.738
N -2.282 -3.361 -1.749
```

The charge is -2. As for the HOMO-LUMO gap: 6.20 eV.

Löwdin population analysis, charges in e, atoms 1 to 2:
1. Tl 0.93
2. C -0.09


No. 2
Here is a 2-piece molecular cluster, C21H21ClFSi overall from the Open Molecules 2025 dataset. Energies are from ωB97M-V/def2-TZVPD.

```
45
Properties=species:S:1:pos:R:3
F 2.861 4.530 1.554
C 2.586 3.192 1.374
C 3.620 2.266 1.538
C 3.282 0.902 1.482
C 1.963 0.501 1.309
C 0.913 1.447 1.167
C -0.461 0.974 1.144
C -1.601 1.872 1.330
C -2.899 1.453 0.910
C -4.036 2.205 1.187
C -3.940 3.414 1.884
C -2.674 3.867 2.275
C -1.538 3.101 2.028
C 1.275 2.827 1.090
H 4.631 2.609 1.744
H 4.068 0.152 1.576
H 1.705 -0.559 1.292
H -0.622 -0.043 1.539
H -2.985 0.514 0.370
H -5.018 1.844 0.882
H -4.836 3.976 2.160
H -2.569 4.822 2.794
H -0.592 3.444 2.438
H 0.540 3.601 0.863
H -0.497 -0.055 -0.479
Si -0.820 -1.487 -1.103
C -1.713 -2.549 0.144
C -1.861 -1.342 -2.632
C 0.705 -2.390 -1.704
C 0.655 -3.755 -2.044
C 1.830 -4.434 -2.385
C 3.041 -3.742 -2.474
Cl 4.471 -4.571 -2.928
C 3.083 -2.366 -2.197
C 1.904 -1.679 -1.868
H -1.199 -2.617 1.111
H -2.726 -2.157 0.318
H -1.798 -3.568 -0.253
H -1.299 -0.854 -3.442
H -2.121 -2.373 -2.926
H -2.772 -0.765 -2.438
H -0.299 -4.286 -2.057
H 1.816 -5.493 -2.589
H 4.023 -1.837 -2.244
H 1.905 -0.590 -1.741
```

The charge is +1. As for the HOMO-LUMO gap: 5.46 eV.

Löwdin population analysis, charges in e, atoms 1 to 2:
1. F 0.06
2. C -0.21


No. 3
Here is C21H21ClIrN3O4 as an isolated structure from the Open Molecules 2025 dataset. Energies are from ωB97M-V/def2-TZVPD.

```
51
Properties=species:S:1:pos:R:3
Ir -0.164 0.447 0.069
O -1.485 -3.216 0.536
Cl -0.610 -2.228 0.979
O 0.157 -2.555 2.110
O -1.362 -0.963 1.271
O 0.285 -1.785 -0.116
C 3.141 0.946 -3.052
C 1.940 0.640 -2.405
N 1.801 0.735 -1.097
C 2.866 1.065 -0.331
C 4.116 1.368 -0.896
C 4.222 1.332 -2.299
C 5.230 1.624 -0.035
C 5.113 1.488 1.305
C 3.862 1.141 1.905
C 3.711 0.891 3.283
C 2.482 0.535 3.779
C 1.387 0.487 2.911
N 1.505 0.743 1.619
C 2.724 1.006 1.093
H 3.204 0.859 -4.127
H 1.082 0.296 -2.970
H 5.164 1.584 -2.770
H 6.180 1.889 -0.483
H 5.970 1.624 1.952
H 4.575 0.961 3.933
H 2.344 0.295 4.823
H 0.399 0.238 3.281
C -1.560 5.890 0.809
N -0.623 4.937 1.465
C 0.675 4.865 0.741
C -1.238 3.574 1.700
C -1.809 2.942 0.453
C -3.181 2.973 0.237
C -3.745 2.379 -0.890
C -2.936 1.785 -1.842
C -1.550 1.774 -1.667
C -0.976 2.295 -0.484
H -1.096 6.872 0.760
H -2.481 5.963 1.384
H -1.783 5.549 -0.198
H -0.425 5.316 2.393
H 0.519 4.400 -0.228
H 1.382 4.271 1.317
H 1.071 5.869 0.608
H -2.027 3.704 2.439
H -0.460 2.940 2.126
H -3.830 3.443 0.968
H -4.817 2.405 -1.034
H -3.366 1.356 -2.738
H -0.931 1.441 -2.493
```

The charge is +2. As for the HOMO-LUMO gap (alpha / beta): 7.95 / 6.55 eV. Its spin multiplicity is 5. The expectation value of S² is 6.01.

Löwdin population analysis, charges in e, atoms 1 to 2:
1. Ir 1.54
2. O -0.19


The relative energy (zero: lowest compared OMol25 entry of this formula, charge and spin) results, record by record, are as follows: 1.96; 21.14; 25.56 kcal per mole.
The largest force on an atom results, record by record, are as follows: 3.968; 2.394; 0.828 eV/Å.